[1]
{
  "formula": "C6H12O",
  "method": "ωB97M-V/def2-TZVPD",
  "total_charge": 0,
  "smiles": "C=CC=C(C)C.O",
  "e_lumo_ev": 0.77,
  "species": ["C", "C", "C", "C", "C", "C", "H", "H", "H", "H", "H", "H", "H", "H", "H", "H", "O", "H", "H"],
  "xyz": [[2.00992, -2.09695, 0.10567], [1.73032, -0.84592, -0.27008], [0.87605, 0.04832, 0.50042], [0.08988, 1.00354, -0.00882], [0.06861, 1.30660, -1.45732], [-0.80819, 1.84342, 0.86994], [1.68615, -2.49216, 1.05680], [2.60814, -2.73704, -0.52757], [2.18632, -0.46449, -1.17857], [0.89927, -0.07203, 1.58045], [-0.52085, 0.50589, -1.94083], [0.98829, 1.30305, -2.04271], [-0.47206, 2.20632, -1.74903], [-1.58774, 2.23072, 0.21161], [-0.37847, 2.62956, 1.47958], [-1.32930, 1.16141, 1.55192], [-2.69834, -1.22405, 0.30228], [-3.54141, -1.43332, -0.10671], [-2.95903, -0.63823, 0.99935]],
  "forces_ev_per_a": [[0.2231, 0.4770, -0.2253], [0.2502, -0.4178, 0.1390], [-0.1257, 0.4856, 0.2499], [1.3070, 0.5700, 0.7532], [-1.0242, -0.6790, -1.6793], [-0.9636, -1.1270, -0.3061], [-0.2398, -0.1016, 0.0222], [0.1038, -0.0364, 0.0760], [-0.2774, -0.0790, -0.1781], [-0.2327, -0.2398, -0.0128], [0.0574, 0.1187, 0.0376], [0.3702, 0.0137, 0.5509], [0.0920, 0.2294, 0.4207], [-0.0241, 0.4135, 0.2754], [0.3901, 0.1902, -0.2367], [0.1038, 0.1758, 0.1348], [0.0063, -0.3677, -0.5080], [-0.0319, -0.2008, -0.2430], [0.0156, 0.5750, 0.7297]]
}

---

[2]
{
  "formula": "C6H12O",
  "method": "ωB97M-V/def2-TZVPD",
  "total_charge": 0,
  "e_lumo_ev": 0.90,
  "species": ["C", "C", "O", "C", "C", "C", "C", "H", "H", "H", "H", "H", "H", "H", "H", "H", "H", "H", "H"],
  "xyz": [[0.11419, -1.00910, -2.13426], [-0.89034, 0.38896, -0.75750], [-1.87792, -0.38462, -0.21526], [-1.11952, -0.64401, 0.98643], [-0.03464, 0.34813, 0.51963], [-0.13766, 1.71171, 1.20821], [1.40457, -0.14364, 0.51552], [-0.38158, -1.15422, -3.09909], [1.17080, -0.76407, -2.25770], [-0.03835, -1.88077, -1.49862], [-0.56709, 0.21786, -1.87683], [-0.80466, -1.69423, 1.03190], [-1.69359, -0.38182, 1.88080], [-1.17150, 2.07325, 1.21397], [0.47309, 2.44879, 0.67522], [0.21652, 1.65071, 2.24429], [2.03364, 0.51029, -0.09838], [1.49525, -1.16096, 0.12619], [1.80880, -0.13224, 1.53546]],
  "forces_ev_per_a": [[0.1030, -0.1938, 0.0364], [0.1239, -0.0801, -0.0885], [-0.0768, 0.0387, -0.0760], [0.0261, -0.1311, 0.2708], [0.0868, 0.0338, 0.0498], [-0.0295, 0.0418, 0.0389], [0.0270, -0.0331, -0.0510], [0.0231, 0.0816, 0.1494], [-0.1540, -0.0263, 0.0208], [0.0164, 0.1336, -0.0671], [-0.0310, 0.0836, -0.1148], [-0.0280, 0.1519, -0.0296], [0.0884, -0.0331, -0.0949], [0.1423, -0.0518, -0.0018], [-0.0870, -0.1143, 0.0803], [-0.0398, -0.0048, -0.1389], [-0.0805, -0.0630, 0.0917], [-0.0291, 0.1502, 0.0623], [-0.0811, 0.0160, -0.1377]]
}

---

[3]
{
  "formula": "C6H12O",
  "method": "ωB97M-V/def2-TZVPD",
  "total_charge": 0,
  "smiles": "CC1(C)OC1(C)C",
  "e_lumo_ev": 0.99,
  "species": ["C", "C", "C", "O", "C", "C", "C", "H", "H", "H", "H", "H", "H", "H", "H", "H", "H", "H", "H"],
  "xyz": [[-1.21618, 0.13669, 1.59454], [-0.71954, 0.21478, 0.16432], [-1.77818, -0.21799, -0.83061], [0.00255, 1.42172, -0.08612], [0.72056, 0.19067, -0.18810], [1.77986, -0.11604, 0.85122], [1.21296, -0.06480, -1.59877], [-1.89347, 0.98463, 1.75257], [-0.40940, 0.22345, 2.32360], [-1.77770, -0.78526, 1.78009], [-1.89259, -1.30740, -0.77597], [-1.53634, 0.04067, -1.86176], [-2.74676, 0.23351, -0.58994], [1.91652, -1.20260, 0.90868], [2.74064, 0.32916, 0.57008], [1.52706, 0.23972, 1.85040], [1.91694, 0.73683, -1.85418], [0.40745, -0.03895, -2.33409], [1.74563, -1.01879, -1.67594]],
  "forces_ev_per_a": [[0.0604, -0.0412, 0.0247], [-0.1670, -0.2005, 0.0218], [-0.0065, 0.0379, -0.0919], [-0.0044, 0.2788, -0.0220], [0.1565, -0.1776, 0.0114], [0.0189, 0.0349, 0.0818], [-0.0397, -0.0533, -0.0250], [0.0476, -0.1569, -0.0197], [-0.1597, -0.0516, -0.0879], [0.1296, 0.0985, -0.0313], [-0.0260, 0.1524, 0.0154], [0.0092, 0.0476, 0.1598], [0.1385, -0.0271, 0.0115], [0.0263, 0.1463, -0.0333], [-0.1398, -0.0378, -0.0095], [-0.0123, 0.0390, -0.1736], [-0.0678, -0.1502, 0.0468], [0.1591, -0.0414, 0.1018], [-0.1232, 0.1023, 0.0189]]
}

---

[4]
{
  "formula": "C6H12O",
  "method": "ωB97M-V/def2-TZVPD",
  "total_charge": 0,
  "smiles": "CC[C@H]1C[C@]1(C)O",
  "e_lumo_ev": 0.99,
  "species": ["C", "C", "C", "C", "C", "C", "O", "H", "H", "H", "H", "H", "H", "H", "H", "H", "H", "H", "H"],
  "xyz": [[2.17538, -0.02135, 0.92006], [1.33830, -0.53808, -0.24974], [0.27828, 0.45169, -0.68196], [-0.83204, 0.06039, -1.63002], [-1.15687, 0.40551, -0.21372], [-1.68054, -0.64281, 0.73955], [-1.80223, 1.64685, -0.07677], [2.89650, -0.77314, 1.25700], [1.53981, 0.24546, 1.77346], [2.73888, 0.87456, 0.63131], [0.87103, -1.49374, 0.02314], [1.99544, -0.75592, -1.10314], [0.64661, 1.46795, -0.82597], [-0.89765, -0.98351, -1.93085], [-1.13304, 0.77753, -2.38793], [-2.76670, -0.72500, 0.62430], [-1.47109, -0.37342, 1.78253], [-1.24406, -1.62806, 0.55587], [-1.52710, 2.01998, 0.77103]],
  "forces_ev_per_a": [[0.0270, 0.0357, 0.0538], [-0.0454, -0.0863, -0.0320], [0.0740, 0.0694, 0.0517], [-0.1080, -0.0605, -0.1560], [0.1124, -0.2829, -0.0433], [0.0087, -0.0460, 0.0216], [0.0363, 0.1726, 0.1970], [-0.0930, 0.1051, -0.0374], [0.0897, -0.0588, -0.1304], [-0.1152, -0.1318, 0.0527], [0.0706, 0.1658, -0.0677], [-0.0951, 0.0406, 0.1260], [-0.0603, -0.1477, 0.0253], [0.0055, 0.1536, 0.0939], [0.0614, -0.1049, 0.1227], [0.1577, 0.0164, 0.0008], [-0.0071, -0.0020, -0.1284], [-0.0351, 0.1432, -0.0122], [-0.0841, 0.0183, -0.1383]]
}

---

[5]
{
  "formula": "C6H12O",
  "method": "ωB97M-V/def2-TZVPD",
  "total_charge": 0,
  "smiles": "C[C@H]1CO[C@@H](C)C1",
  "e_lumo_ev": 1.09,
  "species": ["C", "C", "C", "O", "C", "C", "C", "H", "H", "H", "H", "H", "H", "H", "H", "H", "H", "H", "H"],
  "xyz": [[1.39929, 1.44023, 1.22510], [0.05538, 1.07064, 0.52861], [-0.16143, 1.28431, -0.99459], [-0.75302, 0.10045, -1.51597], [-0.95962, -0.89859, -0.52596], [-0.41602, -2.20082, -1.08502], [-0.21630, -0.43958, 0.73053], [1.75245, 2.44752, 0.98805], [2.20372, 0.71668, 1.02516], [1.26419, 1.40947, 2.32301], [-0.72327, 1.64170, 1.05183], [-0.89089, 2.08938, -1.17597], [0.72698, 1.50226, -1.60429], [-2.03898, -0.98269, -0.31761], [-0.94529, -2.46768, -2.00361], [-0.51121, -3.00298, -0.34652], [0.64531, -2.05906, -1.32612], [0.73274, -0.98581, 0.82415], [-0.80579, -0.61828, 1.63333]],
  "forces_ev_per_a": [[-0.2700, -0.0043, 0.0232], [0.3736, -0.2079, 0.5704], [-0.2269, 0.1244, 0.0301], [0.0659, 0.0071, -0.0839], [0.1203, -0.0984, 0.1505], [-0.0554, 0.0070, 0.0267], [-0.0620, 0.2115, -0.1377], [-0.0540, -0.1002, -0.1015], [-0.2566, 0.2409, -0.2937], [-0.1008, 0.0214, -0.4715], [0.0870, -0.1246, -0.1669], [0.3533, 0.0378, 0.1698], [0.0638, -0.0445, 0.4368], [0.1652, 0.0141, -0.1218], [0.0595, -0.0769, 0.1433], [-0.0236, -0.0032, -0.1578], [-0.1951, -0.0828, 0.0594], [-0.1770, 0.1334, -0.0143], [0.1329, -0.0547, -0.0610]]
}

---

[6]
{
  "formula": "C6H12O",
  "method": "ωB97M-V/def2-TZVPD",
  "total_charge": 0,
  "smiles": "CC(C)[C@H]1C[C@H]1O",
  "e_lumo_ev": 1.02,
  "species": ["C", "C", "C", "C", "C", "C", "O", "H", "H", "H", "H", "H", "H", "H", "H", "H", "H", "H", "H"],
  "xyz": [[-1.08503, -1.25095, 0.00081], [-0.92337, 0.27433, -0.10556], [-1.08468, 0.73091, -1.55987], [0.36567, 0.85802, 0.47487], [1.09114, 0.24002, 1.65246], [1.73340, 0.26281, 0.29766], [1.96973, -0.89893, -0.44454], [-0.64057, -1.65980, 0.91576], [-2.14408, -1.52434, 0.02969], [-0.64406, -1.76660, -0.86106], [-1.73709, 0.72194, 0.48292], [-2.07785, 0.48435, -1.95367], [-0.33374, 0.24591, -2.19465], [-0.94815, 1.81473, -1.64872], [0.34576, 1.94852, 0.46342], [1.47155, 0.87318, 2.44933], [0.72404, -0.72248, 2.00444], [2.56290, 0.94911, 0.14815], [1.35442, -1.58071, -0.15142]],
  "forces_ev_per_a": [[0.0031, -0.0667, 0.0379], [0.0168, 0.0181, 0.0478], [0.0012, 0.0328, -0.0384], [-0.0971, 0.0588, -0.0811], [0.0081, -0.0947, 0.1675], [0.0758, 0.2994, 0.0412], [-0.1510, -0.2207, 0.0735], [-0.1383, 0.0532, -0.1480], [0.1123, 0.0604, -0.0845], [-0.0283, 0.0933, 0.1209], [0.1134, -0.0494, -0.0693], [0.1500, -0.0058, 0.0796], [-0.0849, 0.0746, 0.1016], [-0.0413, -0.1466, 0.0185], [0.0281, -0.1791, 0.0126], [-0.0204, -0.0635, -0.1760], [0.1108, 0.1684, -0.0639], [-0.1788, -0.0764, 0.0314], [0.1204, 0.0438, -0.0715]]
}

---

Calculated ΔE to the lowest compared entry with this formula, charge and spin, 38.66 114.37 21.29 23.16 14.02 30.81 kcal per mole (same order as the records).
Calculated Kohn-Sham gap, 8.967 8.393 10.927 10.469 10.469 10.272 eV (same order as the records).
Calculated E, -8462.678 -8459.394 -8463.431 -8463.350 -8463.746 -8463.018 eV (same order as the records).